This record from the Open Molecules 2025 dataset describes a 16-piece molecular cluster, C35H28Cl60N3O6S2 overall in a non-equilibrium geometry. The level of theory is the ωB97M-V functional and the def2-TZVPD basis.

HOMO = -5.847 eV
lowest unoccupied orbital energy = 0.6 eV
HOMO-LUMO gap = 6.482 eV

```
! wB97M-V def2-TZVPD RIJCOSX def2/J DEFGRID3
* xyz -1 1
O -0.18546 -3.97287 4.32571
S 0.93090 -4.33608 3.27026
O 1.91416 -5.28406 4.03609
C 0.03974 -5.20172 1.86302
C -1.31157 -4.42405 1.32902
C -1.00718 -3.09827 0.40375
N -2.22090 -2.56357 -0.32409
C -3.33290 -2.14337 0.61305
C -3.69603 -0.52196 0.46551
C -4.43456 0.12401 -0.87137
C -4.71448 1.74644 -0.91995
C -4.32002 2.77613 0.32365
C -3.57192 2.13586 1.64644
C -3.27100 0.50212 1.69958
O -2.56823 -0.02710 2.91413
N 1.69197 -2.82411 2.84096
S 3.18446 -3.05351 1.96380
O 4.28348 -3.83116 2.72801
O 2.79162 -3.75270 0.60782
C 3.81669 -1.31198 1.53707
C 5.41029 -1.09338 1.85388
C 5.94160 0.45233 1.69699
N 6.81522 0.68900 0.46327
C 5.93652 0.30009 -0.70515
C 6.15756 1.18424 -2.06789
C 6.78798 2.72758 -2.11002
C 6.89706 3.49939 -3.58982
C 6.36243 2.73865 -4.97099
C 5.74740 1.18461 -4.97039
C 5.66249 0.46066 -3.49184
O 5.09606 -0.92799 -3.48516
H 0.75857 -5.49839 0.96233
H -0.34127 -6.24436 2.30053
H -1.97070 -4.17153 2.26329
H -1.93053 -5.17351 0.63645
H -0.20270 -3.44389 -0.40634
H -0.53103 -2.24037 1.04182
H -1.98396 -1.69895 -0.89496
H -3.12748 -2.34325 1.74769
H -4.29101 -2.77555 0.31242
H -4.72769 -0.56540 -1.78116
H -5.21941 2.25972 -1.86919
H -4.53893 3.94538 0.28157
H -3.24248 2.82079 2.56486
H -3.27579 -0.36685 3.54206
H 3.21206 -0.49668 2.16335
H 3.51047 -1.12835 0.41001
H 5.56883 -1.38180 3.00128
H 6.08151 -1.87910 1.25632
H 6.63428 0.69036 2.62664
H 5.07478 1.26129 1.65612
H 7.05430 1.70526 0.47337
H 4.79955 0.44982 -0.39011
H 6.17823 -0.82514 -0.98970
H 7.14453 3.24830 -1.09668
H 7.32961 4.60127 -3.70788
H 6.38801 3.26047 -6.04077
H 5.35629 0.63572 -5.92738
H 4.49807 -1.05502 -2.68799
C 6.88064 6.91963 -0.85191
Cl 5.41764 7.83449 -1.29626
Cl 6.93380 6.70716 0.91629
Cl 6.84509 5.32270 -1.64115
Cl 8.32579 7.81423 -1.38640
C 9.58056 2.30711 2.85589
Cl 11.18686 3.07542 2.92152
Cl 8.98474 2.03440 4.51273
Cl 8.44804 3.37187 1.98524
Cl 9.70275 0.74691 2.00426
C -8.41944 3.73762 1.30809
Cl -6.76533 3.08609 1.18882
Cl -9.55556 2.41187 1.66321
Cl -8.48906 4.94571 2.61576
Cl -8.86766 4.50659 -0.23537
C -8.55556 -1.40538 0.18280
Cl -9.68693 -0.57546 -0.91541
Cl -6.88775 -0.90368 -0.19299
Cl -8.93995 -0.97423 1.86823
Cl -8.70761 -3.16792 -0.02883
C -6.58691 -4.58605 3.39691
Cl -6.19992 -4.25108 5.10361
Cl -7.54751 -6.08272 3.28865
Cl -7.52401 -3.22885 2.72297
Cl -5.07629 -4.78163 2.47267
C -1.18696 -8.60752 4.63978
Cl 0.41934 -7.83922 4.70541
Cl -1.78278 -8.88024 6.29663
Cl -2.31947 -7.54277 3.76913
Cl -1.06477 -10.16773 3.78815
C 9.01305 -1.77826 -3.42315
Cl 10.45164 -1.64299 -2.38057
Cl 8.21147 -3.34202 -3.12886
Cl 7.88289 -0.45220 -3.05079
Cl 9.50632 -1.67594 -5.13215
C 2.11312 5.21111 -1.99334
Cl 0.71725 4.25418 -2.55068
Cl 1.89583 5.63335 -0.27607
Cl 3.60384 4.25450 -2.18568
Cl 2.23534 6.70226 -2.96080
C 1.51307 0.35346 -4.27510
Cl 0.38171 1.18338 -5.37330
Cl 3.18088 0.85516 -4.65088
Cl 1.12868 0.78461 -2.58966
Cl 1.36102 -1.40908 -4.48672
C 8.41305 5.16798 7.17966
Cl 10.06715 4.51644 7.06039
Cl 7.27692 3.84222 7.53478
Cl 8.34342 6.37606 8.48733
Cl 7.96482 5.93694 5.63621
C -1.48693 -1.81469 -7.23405
Cl -2.61829 -0.98477 -8.33225
Cl 0.18088 -1.31299 -7.60983
Cl -1.87132 -1.38354 -5.54862
Cl -1.63898 -3.57723 -7.44568
C -13.48696 -1.76197 -2.94459
Cl -13.53873 -2.74705 -4.42841
Cl -12.30522 -2.46079 -1.80896
Cl -13.00416 -0.09653 -3.35390
Cl -15.09956 -1.74371 -2.18720
C -2.69959 -4.82005 -3.36569
Cl -1.09329 -4.05175 -3.30006
Cl -3.29541 -5.09277 -1.70885
Cl -3.83211 -3.75529 -4.23634
Cl -2.57740 -6.38026 -4.21732
C -7.19958 3.83161 -3.96570
Cl -7.80730 2.49408 -2.95750
Cl -6.20883 4.92509 -2.96709
Cl -6.20607 3.17317 -5.28999
Cl -8.57604 4.73399 -4.64798
C -6.89957 6.09665 6.38552
Cl -5.69768 7.30556 6.90397
Cl -8.33241 6.92765 5.72908
Cl -6.18902 5.05449 5.12721
Cl -7.37913 5.09918 7.78178
*
```